Entry 1:
DFT (ωB97M-V with the def2-TZVPD basis set) results for a 2-piece molecular cluster, C3H6O2S overall.

```
! RIJCOSX wB97M-V def2-TZVPD def2/J DEFGRID3
* xyz 0 1
C -1.37 0.60 -0.35
C -0.02 0.75 -0.81
C 1.06 -1.12 0.63
O -0.88 0.29 -1.70
O -0.06 -1.58 1.28
S 1.07 2.06 -1.09
H -1.48 -0.25 0.38
H -2.01 1.53 -0.27
H 1.77 -0.79 1.43
H 1.39 -1.69 -0.31
H -0.62 -1.94 0.63
H 1.14 2.14 0.17
*
```

## Properties
HOMO (spin up / spin down)	-7.429 / -7.130	eV
molar mass	106.146	g mol⁻¹
E	-18132.81316	eV
HOMO-LUMO gap (spin up / spin down)	8.057 / 7.895	eV
ΔE to the lowest compared entry with this formula, charge and spin	6.134	eV

Now the Mulliken charges, all in e: C 0.06; C 0.09; C -0.39; O -0.35; O -0.49; S -0.20; H 0.06; H 0.26; H 0.30; H 0.25; H 0.33; H 0.10

***

Entry 2:
DFT (ωB97M-V with the def2-TZVPD basis set) results for an isolated ion of composition C5H10N3 and charge +1.

```
! RIJCOSX wB97M-V def2-TZVPD def2/J DEFGRID3
* xyz 1 1
C 1.32 -1.67 -0.07
C 0.27 -0.16 1.46
C -0.89 1.92 0.45
C 0.66 -1.32 -1.35
C -0.52 0.51 0.36
N 1.16 -1.20 1.07
N 1.26 -0.63 -2.28
N -1.91 0.89 0.67
H 2.06 -2.47 -0.15
H 0.89 0.55 2.01
H -0.41 -0.63 2.19
H -0.64 2.51 1.33
H -1.02 2.52 -0.44
H -0.31 -1.75 -1.56
H 2.17 -0.21 -2.11
H 0.82 -0.42 -3.17
H -2.28 0.79 1.62
H -2.63 0.77 -0.05
*
```

## Properties
HOMO	-11.714	eV
molar mass	112.156	g mol⁻¹
E	-9806.90249	eV
HOMO-LUMO gap	7.681	eV
ΔE to the lowest compared entry with this formula, charge and spin	4.846	eV

Now the Mulliken charges, all in e: C -0.20; C -0.48; C -0.66; C 0.02; C 0.24; N -0.42; N -0.22; N -0.29; H 0.42; H 0.28; H 0.32; H 0.28; H 0.27; H 0.35; H 0.28; H 0.27; H 0.29; H 0.27

***

Entry 3:
DFT (ωB97M-V with the def2-TZVPD basis set) results for C36H52BMnN8O2S5Si as an isolated structure.

```
! RIJCOSX wB97M-V def2-TZVPD def2/J DEFGRID3
* xyz 1 4
Mn -0.43 -0.65 -0.18
C 2.73 -0.81 4.88
C 3.79 0.00 4.13
C 4.72 -0.90 3.32
C 4.62 0.78 5.14
N 3.11 0.95 3.19
C 3.20 2.34 3.26
C 2.44 2.85 2.28
N 1.88 1.78 1.59
B 0.82 1.82 0.51
N 1.35 2.15 -0.88
C 2.57 2.65 -1.27
C 2.57 2.69 -2.62
N 1.35 2.18 -3.06
C 0.61 1.87 -1.98
S -0.99 1.23 -1.83
C 1.04 2.09 -4.53
C 2.25 1.46 -5.23
C -0.19 1.24 -4.81
C 0.81 3.52 -5.02
N -0.42 2.65 0.86
C -0.53 4.02 0.80
C -1.79 4.34 1.13
N -2.47 3.15 1.38
C -1.61 2.13 1.18
S -1.97 0.43 1.30
C -3.94 3.14 1.68
C -4.27 4.36 2.54
C -4.67 3.20 0.34
C -4.36 1.89 2.46
C 2.28 0.61 2.17
S 1.81 -0.95 1.69
H 3.24 -1.47 5.59
H 2.13 -1.41 4.21
H 2.08 -0.14 5.44
H 5.22 -1.60 4.00
H 5.49 -0.31 2.81
H 4.18 -1.48 2.58
H 5.09 0.06 5.81
H 4.00 1.44 5.75
H 5.42 1.36 4.67
H 3.81 2.85 3.98
H 2.25 3.88 2.03
H 0.47 0.69 0.50
H 3.34 2.92 -0.57
H 3.33 3.02 -3.30
H 2.56 0.54 -4.72
H 3.10 2.13 -5.29
H 1.96 1.19 -6.25
H -0.07 0.22 -4.45
H -0.31 1.21 -5.89
H -1.10 1.65 -4.37
H 1.69 4.14 -4.87
H -0.03 3.98 -4.50
H 0.58 3.51 -6.09
H 0.29 4.66 0.51
H -2.27 5.30 1.19
H -4.19 5.30 1.99
H -3.63 4.41 3.42
H -5.30 4.28 2.88
H -4.42 4.11 -0.20
H -5.75 3.18 0.51
H -4.41 2.34 -0.27
H -3.71 1.72 3.33
H -4.36 1.00 1.84
H -5.37 2.05 2.82
O 0.19 -2.80 -5.09
C 1.41 -2.39 -4.70
C 2.45 -2.51 -5.62
C 3.73 -2.11 -5.29
C 4.01 -1.59 -4.02
C 2.99 -1.46 -3.11
C 1.68 -1.85 -3.43
C 0.63 -1.66 -2.43
O 0.94 -1.02 -1.33
N -0.57 -2.11 -2.62
N -1.38 -1.79 -1.52
C -2.56 -2.30 -1.54
S -3.10 -3.19 -2.93
C -4.65 -3.72 -2.17
C -5.11 -2.61 -1.25
S -3.68 -2.15 -0.23
H -0.43 -2.71 -4.34
H 2.22 -2.92 -6.60
H 4.52 -2.22 -6.02
H 5.02 -1.30 -3.76
H 3.17 -1.05 -2.12
H -4.47 -4.65 -1.62
H -5.37 -3.91 -2.97
H -5.89 -2.95 -0.57
H -5.46 -1.74 -1.80
C -0.27 -4.05 4.48
Si -1.40 -4.31 3.03
C -1.18 -6.00 2.30
C -3.18 -3.98 3.48
C -0.97 -3.03 1.77
C -0.74 -2.11 1.01
H -0.45 -4.78 5.26
H -0.41 -3.05 4.89
H 0.77 -4.14 4.16
H -1.46 -6.76 3.03
H -0.15 -6.17 2.01
H -1.81 -6.13 1.41
H -3.54 -4.69 4.24
H -3.81 -4.08 2.60
H -3.28 -2.97 3.87
*
```

## Properties
⟨S²⟩	3.93
HOMO (spin up / spin down)	-9.823 / -9.842	eV
molar mass	883.037	g mol⁻¹
E	-148241.22704	eV
HOMO-LUMO gap (spin up / spin down)	5.643 / 6.742	eV

Atomic partial charges in e from the Mulliken method, atoms 1 to 99: Mn -1.19; C -1.44; C 1.26; C -1.51; C -2.23; N 0.39; C -0.29; C -1.16; N -0.09; B 2.11; N 0.51; C -1.17; C -0.54; N 0.89; C -0.06; S -0.37; C 1.37; C -1.73; C -2.09; C -1.76; N 0.92; C -1.13; C -0.60; N 0.65; C 0.23; S -0.13; C 1.27; C -1.80; C -1.54; C -1.88; C 0.27; S -0.28; H 0.50; H 0.23; H 0.38; H 0.48; H 0.39; H 0.32; H 0.46; H 0.48; H 0.48; H 0.54; H 0.56; H -1.15; H 0.69; H 0.56; H 0.42; H 0.46; H 0.48; H 0.51; H 0.61; H 0.46; H 0.35; H 0.33; H 0.45; H 0.65; H 0.52; H 0.46; H 0.42; H 0.47; H 0.36; H 0.47; H 0.29; H 0.41; H 0.37; H 0.56; O -0.67; C 0.85; C -0.77; C -0.42; C -0.91; C -0.50; C 0.04; C 0.63; O -0.20; N -0.98; N 0.52; C -0.10; S -0.02; C -0.59; C -0.69; S 0.09; H 0.55; H 0.48; H 0.40; H 0.43; H 0.45; H 0.30; H 0.44; H 0.43; H 0.33; C -0.93; Si -0.26; C -0.96; C -0.86; C -0.17; C 0.54; H 0.40; H 0.26

***

Entry 4:
DFT (ωB97M-V with the def2-TZVPD basis set) results for an isolated ion of composition C10H11N2 and charge +1.

```
! RIJCOSX wB97M-V def2-TZVPD def2/J DEFGRID3
* xyz 1 1
C -2.37 0.26 0.49
C -1.24 -0.13 1.15
C -0.11 -0.26 0.17
C 0.92 0.78 0.19
C 0.73 2.04 1.11
C 1.62 0.95 1.50
N 0.83 -1.67 -0.02
C 0.92 -2.22 -1.19
N 0.51 -1.71 -2.34
C -0.28 -0.68 -2.42
C -0.84 -0.28 -1.17
C -2.12 0.16 -1.00
H -3.25 0.61 1.05
H -1.25 0.04 2.23
H 1.40 1.01 -0.70
H -0.03 2.15 1.88
H 1.07 2.96 0.78
H 2.78 0.93 1.68
H 1.21 0.39 2.35
H 1.38 -2.01 0.84
H 1.52 -3.14 -1.37
H -0.50 -0.49 -3.50
H -2.90 0.29 -1.70
*
```

## Properties
HOMO	-13.208	eV
molar mass	159.212	g mol⁻¹
E	-13517.68619	eV
HOMO-LUMO gap	7.682	eV
ΔE to the lowest compared entry with this formula, charge and spin	4.431	eV

Now the Mulliken charges, all in e: C -0.38; C -0.96; C 1.55; C -0.61; C -0.71; C -0.48; N -0.12; C 0.08; N -0.49; C -0.39; C -0.16; C -0.74; H 0.44; H 0.47; H 0.64; H 0.22; H 0.33; H 0.28; H 0.24; H 0.33; H 0.43; H 0.46; H 0.58

***

Entry 5:
DFT (ωB97M-V with the def2-TZVPD basis set) results for C29H26N3O2OsP2S2 as an isolated structure.

```
! RIJCOSX wB97M-V def2-TZVPD def2/J DEFGRID3
* xyz 1 5
Os 0.47 -2.85 -0.20
S -2.69 -0.63 -1.15
P -1.22 0.15 -0.12
C 0.25 -0.87 -0.12
P 1.84 -0.38 -0.65
S 2.60 -2.32 -0.86
C 1.94 0.45 -2.23
C 2.53 1.70 -2.37
C 2.58 2.30 -3.62
C 2.02 1.67 -4.72
C 1.41 0.42 -4.58
C 1.37 -0.19 -3.34
C 2.85 0.48 0.56
C 2.29 0.84 1.78
C 3.08 1.46 2.74
C 4.42 1.71 2.47
C 4.98 1.33 1.26
C 4.20 0.71 0.30
C -1.62 0.44 1.62
C -2.56 1.42 1.91
C -2.95 1.64 3.22
C -2.41 0.87 4.25
C -1.47 -0.10 3.97
C -1.07 -0.32 2.65
C -0.73 1.78 -0.74
C -1.03 2.12 -2.06
C -0.65 3.35 -2.56
C 0.03 4.26 -1.75
C 0.32 3.93 -0.44
C -0.06 2.69 0.07
H 2.94 2.21 -1.51
H 3.04 3.27 -3.72
H 2.06 2.14 -5.69
H 0.98 -0.07 -5.44
H 0.90 -1.16 -3.23
H 1.25 0.62 1.99
H 2.65 1.74 3.69
H 5.04 2.19 3.22
H 6.03 1.52 1.06
H 4.64 0.41 -0.65
H -3.00 2.01 1.11
H -3.69 2.40 3.45
H -2.72 1.05 5.27
H -1.03 -0.69 4.77
H -0.31 -1.06 2.43
H -1.58 1.42 -2.68
H -0.89 3.61 -3.59
H 0.31 5.22 -2.15
H 0.83 4.64 0.20
H 0.14 2.46 1.11
O 0.94 -5.50 2.03
N 1.07 -4.66 1.21
O 0.94 -4.93 -0.06
C -4.80 -4.38 -0.71
N -3.57 -3.98 -0.03
C -3.42 -3.75 1.32
C -2.14 -3.38 1.51
N -1.50 -3.38 0.28
C -2.40 -3.75 -0.62
H -5.62 -4.31 -0.01
H -4.72 -5.41 -1.07
H -4.99 -3.71 -1.55
H -4.24 -3.88 2.01
H -1.63 -3.13 2.42
H -2.24 -3.82 -1.68
*
```

## Properties
⟨S²⟩	6.03
HOMO (spin up / spin down)	-10.819 / -11.059	eV
molar mass	764.858	g mol⁻¹
E	-81767.39680	eV
HOMO-LUMO gap (spin up / spin down)	8.207 / 6.309	eV
ΔE to the lowest compared entry with this formula, charge and spin	0.642	eV

Now the Mulliken charges, all in e: Os 1.12; S -0.50; P 1.82; C -0.15; P 0.18; S -0.46; C 1.15; C -0.60; C -0.75; C -0.54; C -0.76; C -0.41; C 0.67; C -0.15; C -0.83; C -0.59; C -0.73; C -0.36; C 0.05; C -0.55; C -0.69; C -0.57; C -1.22; C -0.12; C 0.04; C -0.65; C -0.75; C -0.45; C -0.91; C 0.03; H 0.41; H 0.45; H 0.42; H 0.44; H 0.29; H 0.23; H 0.47; H 0.40; H 0.43; H 0.48; H 0.49; H 0.43; H 0.42; H 0.49; H 0.91; H 0.38; H 0.46; H 0.45; H 0.46; H 0.42; O -0.43; N 0.31; O -0.42; C -0.86; N 0.19; C -0.44; C -0.55; N -0.10; C -0.41; H 0.31; H 0.34; H 0.35; H 0.47; H 0.55; H 0.45

***

Entry 6:
DFT (ωB97M-V with the def2-TZVPD basis set) results for C36H39GeMnN7O4S2 as an isolated structure.

```
! RIJCOSX wB97M-V def2-TZVPD def2/J DEFGRID3
* xyz 2 2
Mn 0.67 0.10 0.20
C 6.24 4.68 2.97
C 4.84 4.17 2.81
C 3.84 4.56 3.70
C 2.54 4.09 3.58
C 2.25 3.21 2.54
C 3.22 2.82 1.62
C 4.51 3.30 1.77
S 0.61 2.62 2.45
O 0.87 1.36 3.44
O -0.73 -0.25 2.68
N 0.41 1.99 1.00
C -0.74 2.57 0.35
C -1.02 3.90 0.27
C -2.24 4.34 -0.32
C -3.14 3.45 -0.81
C -2.86 2.06 -0.75
C -3.73 1.05 -1.22
C -3.37 -0.27 -1.12
C -2.11 -0.59 -0.59
N -1.28 0.33 -0.15
C -1.65 1.64 -0.19
H 6.25 5.76 3.10
H 6.86 4.43 2.11
H 6.70 4.24 3.86
H 4.08 5.26 4.50
H 1.78 4.40 4.27
H 2.96 2.18 0.79
H 5.27 3.01 1.05
H -0.32 4.64 0.65
H -2.45 5.40 -0.36
H -4.08 3.78 -1.24
H -4.68 1.33 -1.66
H -4.02 -1.06 -1.47
H -1.76 -1.61 -0.56
N -0.45 -6.29 -5.45
C -0.06 -5.50 -4.42
C 1.21 -4.90 -4.41
C 1.61 -4.10 -3.37
C 0.73 -3.88 -2.30
C -0.53 -4.47 -2.29
C -0.93 -5.26 -3.34
S 1.26 -2.97 -0.94
O 0.53 -3.43 0.23
O 2.70 -2.91 -0.91
N 0.67 -1.42 -1.08
C 1.09 -0.60 -2.12
N 0.93 0.68 -1.73
C 1.25 1.66 -2.59
C 1.73 1.35 -3.84
C 1.88 -0.01 -4.13
N 1.57 -0.99 -3.29
H 0.17 -6.49 -6.21
H -1.34 -6.74 -5.45
H 1.89 -5.09 -5.24
H 2.59 -3.65 -3.36
H -1.19 -4.32 -1.44
H -1.91 -5.73 -3.32
H 1.11 2.68 -2.25
H 1.98 2.12 -4.55
H 2.27 -0.32 -5.09
C -0.09 -0.87 6.02
C 0.57 -0.55 4.72
C 1.73 -1.05 4.31
C 2.32 -0.75 2.97
N 1.36 -0.86 1.83
C 0.02 -0.98 1.83
C -0.14 0.41 3.80
H 0.46 -1.62 6.57
H -1.11 -1.24 5.85
H -0.17 0.03 6.64
H 2.29 -1.74 4.93
H 2.98 0.11 2.91
H -0.44 -1.90 1.48
H -0.99 0.91 4.27
C 4.06 -3.68 3.66
Ge 2.48 -3.78 2.51
C 0.85 -4.21 3.47
C 2.84 -5.16 1.21
C 2.50 -1.85 1.97
H 4.20 -4.65 4.15
H 4.01 -2.92 4.43
H 4.95 -3.49 3.05
H 1.09 -4.98 4.21
H 0.12 -4.61 2.77
H 0.40 -3.37 4.00
H 3.20 -6.01 1.79
H 3.61 -4.87 0.50
H 1.94 -5.45 0.67
H 3.27 -1.64 1.23
*
```

## Properties
⟨S²⟩	0.87
HOMO (spin up / spin down)	-12.219 / -12.222	eV
molar mass	825.435	g mol⁻¹
E	-166076.10202	eV
HOMO-LUMO gap (spin up / spin down)	5.473 / 6.184	eV
ΔE to the lowest compared entry with this formula, charge and spin	0.000	eV

Now the Mulliken charges, all in e: Mn -0.17; C -1.52; C 0.86; C -0.72; C -0.81; C 1.16; C -0.49; C -1.01; S -0.20; O 0.17; O -0.30; N 0.49; C -0.76; C -0.29; C -1.09; C -0.90; C 0.44; C -0.61; C -1.20; C 0.10; N 1.05; C 0.51; H 0.40; H 0.36; H 0.34; H 0.44; H 0.50; H 0.29; H 0.38; H 0.62; H 0.46; H 0.46; H 0.49; H 0.48; H 0.40; N -0.45; C 1.15; C -0.97; C -0.30; C -0.37; C -0.63; C -1.00; S 1.68; O -0.88; O -0.90; N 0.26; C 0.37; N 0.04; C 0.11; C -0.97; C -0.35; N -0.40; H 0.19; H 0.19; H 0.32; H 0.51; H 0.45; H 0.32; H 0.51; H 0.44; H 0.47; C -1.93; C 0.74; C -1.01; C 0.17; N 0.18; C 0.85; C -0.53; H 0.39; H 0.41; H 0.46; H 0.51; H 0.42; H 0.69; H 0.59; C -1.28; Ge 0.73; C -1.19; C -1.24; C -0.91; H 0.39; H 0.38; H 0.39; H 0.51; H 0.30; H 0.26; H 0.49; H 0.36; H 0.34; H 0.39

***

Entry 7:
DFT (ωB97M-V with the def2-TZVPD basis set) results for C48H48NO6P2Pd as an isolated structure.

```
! RIJCOSX wB97M-V def2-TZVPD def2/J DEFGRID3
* xyz 1 1
C 5.31 2.78 2.50
C 4.39 3.82 2.68
C 3.10 3.54 3.15
C 2.76 2.21 3.34
O 1.40 1.86 3.50
P 0.22 2.03 2.39
O -1.09 1.74 3.30
C -1.17 1.46 4.68
C -1.91 2.35 5.45
C -2.01 2.11 6.83
C -1.38 0.99 7.39
C -0.67 0.10 6.58
C -0.56 0.33 5.20
O 0.22 3.65 2.21
C -0.89 4.50 2.19
C -0.67 5.80 2.65
C -1.76 6.66 2.76
C -3.03 6.22 2.38
C -3.22 4.94 1.87
C -2.14 4.06 1.77
Pd 0.40 0.87 0.47
P 1.96 -0.81 0.46
O 3.54 -0.35 0.42
C 4.73 -1.10 0.32
C 5.66 -0.72 -0.64
C 6.76 -1.56 -0.88
C 6.95 -2.69 -0.09
C 6.06 -2.99 0.94
C 4.96 -2.16 1.19
O 1.90 -1.92 1.68
C 1.49 -3.25 1.56
C 2.34 -4.24 2.05
C 2.10 -5.56 1.69
C 0.98 -5.89 0.92
C 0.08 -4.89 0.53
C 0.32 -3.56 0.87
O 1.89 -1.81 -0.83
C 2.71 -1.83 -1.96
C 3.29 -3.05 -2.28
C 4.22 -3.07 -3.33
C 4.50 -1.90 -4.03
C 3.85 -0.71 -3.73
C 2.92 -0.66 -2.68
C -0.27 1.32 -1.52
C 0.01 2.79 -1.55
C 1.35 3.21 -1.67
C 1.68 4.56 -1.68
C 0.67 5.52 -1.57
C -0.66 5.12 -1.44
C -1.00 3.76 -1.46
C -1.52 0.78 -1.17
C -1.88 -0.66 -1.16
C 3.68 1.17 3.26
C 4.96 1.46 2.80
H 6.31 3.01 2.13
H 4.66 4.85 2.46
H 2.38 4.33 3.33
H -2.40 3.20 4.97
H -2.58 2.80 7.45
H -1.45 0.81 8.46
H -0.18 -0.78 7.00
H -0.04 -0.36 4.54
H 0.35 6.10 2.92
H -1.60 7.67 3.15
H -3.89 6.89 2.48
H -4.20 4.59 1.54
H -2.26 3.05 1.36
H 5.49 0.19 -1.21
H 7.46 -1.30 -1.68
H 7.80 -3.35 -0.28
H 6.20 -3.86 1.58
H 4.28 -2.33 2.02
H 3.19 -3.95 2.68
H 2.79 -6.34 2.03
H 0.80 -6.92 0.63
H -0.81 -5.14 -0.05
H -0.39 -2.77 0.61
H 3.02 -3.93 -1.70
H 4.70 -4.01 -3.58
H 5.24 -1.93 -4.84
H 4.05 0.21 -4.29
H 2.38 0.25 -2.42
H 0.40 0.70 -2.13
H 2.13 2.44 -1.70
H 2.72 4.86 -1.78
H 0.92 6.59 -1.57
H -1.45 5.86 -1.32
H -2.04 3.45 -1.36
H -2.33 1.47 -0.93
H -0.98 -1.29 -1.20
H -2.38 -0.88 -0.20
H 3.37 0.16 3.52
H 5.68 0.65 2.70
C -5.28 1.03 -4.09
C -4.70 0.16 -2.99
C -3.37 -0.48 -3.39
N -2.77 -1.22 -2.21
H -6.19 1.53 -3.74
H -4.57 1.81 -4.41
H -5.55 0.44 -4.97
H -4.58 0.74 -2.06
H -5.39 -0.66 -2.77
H -3.55 -1.28 -4.13
H -2.62 0.20 -3.79
H -3.56 -1.67 -1.77
H -2.24 -1.99 -2.63
*
```

## Properties
HOMO	-9.658	eV
molar mass	903.281	g mol⁻¹
E	-86384.24305	eV
HOMO-LUMO gap	6.712	eV

Atomic partial charges in e from the Mulliken method, atoms 1 to 99: C -0.79; C -0.50; C -0.44; C 0.09; O -0.23; P 0.89; O -0.20; C 0.37; C -0.41; C -0.50; C -0.61; C -0.61; C -0.27; O -0.29; C 0.47; C -0.54; C -0.49; C -0.68; C -1.02; C 0.27; Pd -0.09; P 0.56; O -0.16; C 0.18; C -0.18; C -0.52; C -0.56; C -0.88; C -0.29; O 0.11; C 0.41; C -0.34; C -0.66; C -0.67; C -0.53; C -0.12; O -0.03; C 0.52; C -0.62; C -0.56; C -0.65; C -0.77; C 0.66; C -1.13; C 1.06; C 0.15; C -0.92; C -0.52; C -0.63; C -0.21; C -0.07; C -1.18; C -0.21; C -0.43; H 0.41; H 0.42; H 0.45; H 0.42; H 0.39; H 0.36; H 0.39; H 0.41; H 0.35; H 0.41; H 0.41; H 0.44; H 0.30; H 0.43; H 0.42; H 0.39; H 0.43; H 0.59; H 0.50; H 0.40; H 0.39; H 0.38; H 0.30; H 0.46; H 0.43; H 0.39; H 0.42; H -0.50; H 0.79; H 0.24; H 0.42; H 0.41; H 0.36; H 0.28; H 0.36; H 0.00; H 0.20; H 0.48; H 0.50; C -1.35; C -0.20; C -0.76; N 0.05; H 0.37; H 0.35